Record 1
Molecular formula: C31H45O3Re
Method: DFT, the ωB97M-V functional and the def2-TZVPD basis

XYZ file:
```
80
C31H45O3Re (the ωB97M-V functional and the def2-TZVPD basis)
O -1.46 2.09 -4.39
C -0.28 2.35 -3.53
C -0.35 3.84 -3.77
H 0.68 1.96 -3.83
H -0.54 1.98 -2.53
C -1.71 3.52 -4.41
H 0.38 4.19 -4.50
H -0.28 4.33 -2.80
C -2.07 3.72 -5.87
H -1.34 3.20 -6.50
H -2.24 4.75 -6.19
H -3.03 3.21 -6.02
C -2.76 3.96 -3.42
H -2.41 3.81 -2.38
H -3.71 3.44 -3.55
H -2.92 5.05 -3.54
Re -0.35 0.94 0.35
C 0.39 2.31 1.87
C 1.27 1.19 1.74
C 1.81 1.20 0.41
H 1.54 0.51 2.56
C 1.22 2.31 -0.31
C 0.32 2.98 0.60
H -0.28 3.86 0.39
H -0.10 2.63 2.80
H 2.55 0.51 0.02
H 1.44 2.58 -1.32
C -1.86 0.30 1.80
C -2.15 1.63 1.28
C -2.43 1.49 -0.13
H -2.22 2.54 1.86
C -2.22 0.12 -0.50
C -1.88 -0.62 0.69
H -1.66 -1.68 0.78
H -1.68 0.02 2.84
H -2.86 2.26 -0.75
H -2.35 -0.29 -1.49
O -0.07 -0.32 -3.66
C -0.35 0.15 -5.00
C 0.10 -0.78 -6.11
H 0.25 1.05 -5.16
H -1.42 0.25 -5.19
C 0.54 -2.02 -5.35
H 0.94 -0.31 -6.64
H -0.69 -0.94 -6.85
C 0.21 -1.72 -3.86
H 1.61 -2.16 -5.51
H 0.04 -2.92 -5.73
H 1.02 -2.04 -3.19
H -0.71 -2.27 -3.59
C 4.52 -1.44 2.34
C 3.06 -1.86 2.18
C 2.94 -3.16 1.39
C 2.31 -1.86 3.51
C 2.90 -1.48 4.72
C 2.13 -1.35 5.89
C 0.78 -1.70 5.91
C 0.12 -2.08 4.76
C -1.36 -2.45 4.70
C -1.61 -3.90 4.25
C -2.09 -2.16 6.01
C 0.88 -2.17 3.51
O 0.29 -2.39 2.42
H 5.07 -2.17 2.95
H 4.62 -0.45 2.80
H 4.98 -1.40 1.34
H 2.54 -1.08 1.59
H 3.32 -4.01 1.97
H 1.89 -3.32 1.16
H 3.52 -3.06 0.47
H 3.98 -1.27 4.76
H 2.61 -0.99 6.80
H 0.23 -1.64 6.85
H -1.78 -1.81 3.91
H -1.14 -4.59 4.96
H -2.68 -4.09 4.23
H -1.18 -4.06 3.25
H -1.95 -1.11 6.30
H -3.16 -2.35 5.87
H -1.72 -2.81 6.80
```

Output
- Spin multiplicity: 4
- Expectation value of S²: 3.8027
- LUMO level (spin up / spin down): -0.07735 / -0.17435 hartree
- Calculated total energy: -41137.97690 eV
- Highest occupied orbital energy (spin up / spin down): -10.8 / -11.7 eV
- Net charge: +1

Record 2
Molecular formula: C31H46AuCl5OSi5
Method: DFT, the ωB97M-V functional and the def2-TZVPD basis

XYZ file:
```
89
C31H46AuCl5OSi5 (the ωB97M-V functional and the def2-TZVPD basis)
Au -0.45 -0.05 -0.46
Cl 0.83 2.49 1.11
C -0.79 2.71 0.53
C -1.47 1.63 -0.02
C -2.77 1.85 -0.48
Cl -3.64 0.54 -1.21
C -3.37 3.10 -0.41
Cl -4.96 3.35 -1.01
C -2.66 4.17 0.14
Cl -3.38 5.72 0.23
C -1.36 3.97 0.62
Cl -0.49 5.29 1.29
C 2.66 -2.33 -5.14
C 1.83 -2.53 -3.86
C 2.64 -3.39 -2.88
C 0.50 -3.22 -4.20
Si 1.42 -0.88 -3.01
O 0.73 -1.21 -1.56
C 2.99 0.12 -2.77
C 3.28 1.29 -3.48
C 4.42 2.03 -3.22
C 5.30 1.63 -2.22
C 5.03 0.49 -1.49
C 3.89 -0.25 -1.76
C 0.26 0.09 -4.14
C 0.61 0.51 -5.43
C -0.24 1.29 -6.20
C -1.48 1.67 -5.71
C -1.86 1.26 -4.44
C -1.00 0.48 -3.68
H 2.98 -3.30 -5.53
H 3.56 -1.74 -4.95
H 2.08 -1.84 -5.92
H 2.78 -4.40 -3.28
H 2.14 -3.48 -1.91
H 3.63 -2.95 -2.70
H 0.68 -4.23 -4.58
H -0.04 -2.66 -4.97
H -0.15 -3.29 -3.33
H 2.60 1.63 -4.26
H 4.62 2.93 -3.79
H 6.19 2.21 -2.02
H 5.71 0.17 -0.70
H 3.68 -1.14 -1.17
H 1.58 0.24 -5.85
H 0.07 1.60 -7.19
H -2.14 2.29 -6.31
H -2.83 1.55 -4.04
H -1.34 0.15 -2.70
C 1.19 -3.17 3.75
Si 1.37 -1.94 2.35
C 2.20 -0.39 2.99
C 2.48 -2.66 1.03
Si -0.74 -1.49 1.44
Si -1.80 -3.39 0.52
C -2.30 -4.63 1.83
C -0.57 -4.17 -0.64
C -3.27 -2.87 -0.50
Si -2.14 -0.45 3.05
C -3.77 0.11 2.33
C -2.49 -1.67 4.43
C -1.30 1.08 3.71
H 2.18 -3.39 4.15
H 0.74 -4.11 3.41
H 0.57 -2.78 4.56
H 3.21 -0.63 3.32
H 1.66 0.05 3.84
H 2.26 0.36 2.21
H 3.50 -2.76 1.40
H 2.48 -2.00 0.16
H 2.14 -3.64 0.70
H -1.44 -5.00 2.39
H -2.77 -5.48 1.33
H -3.02 -4.22 2.55
H 0.18 -4.77 -0.11
H -0.05 -3.39 -1.20
H -1.07 -4.82 -1.36
H -4.05 -2.38 0.09
H -3.72 -3.74 -0.99
H -2.95 -2.17 -1.27
H -4.32 -0.69 1.84
H -3.61 0.90 1.60
H -4.40 0.52 3.13
H -2.99 -2.57 4.05
H -3.14 -1.21 5.17
H -1.57 -1.99 4.93
H -1.01 1.74 2.89
H -0.39 0.85 4.28
H -1.98 1.63 4.36
```

Output
- LUMO level: -0.05832 hartree
- Calculated total energy: -140638.58996 eV
- Highest occupied orbital energy: -8.8 eV